C5H8O | ωB97M-V/def2-TZVPD

XYZ file:
```
14
Properties=species:S:1:pos:R:3:lowdin_charge:R:1
C 1.488 -0.104 0.647 -0.1020
C 0.796 0.850 -0.081 -0.1486
C -0.933 0.232 -1.048 -0.0360
C -1.307 -0.755 -0.156 -0.2216
O -1.202 0.055 0.986 -0.0558
C -0.651 1.098 0.132 -0.2944
H 1.234 -0.247 1.694 0.0805
H 2.523 -0.302 0.381 0.0744
H 0.762 -1.365 0.300 0.0896
H 1.251 1.356 -0.929 0.1153
H -0.838 0.341 -2.118 0.1135
H -0.059 -1.657 0.043 0.1086
H -1.997 -1.591 -0.174 0.1265
H -1.066 2.089 0.324 0.1498
```

Its total charge is 0. The multiplicity is 1. For the relative energy (zero: lowest compared OMol25 entry of this formula, charge and spin), the calculation gives 5.698 eV. For the energy, the calculation gives -7356.557 eV. The calculation puts the orbital gap at 9.78 eV.

=====

C5H6N2O | ωB97M-V/def2-TZVPD

XYZ file:
```
14
Properties=species:S:1:pos:R:3:lowdin_charge:R:1
C -0.977 -1.187 -0.117 -0.0104
N -0.300 0.090 -0.161 -0.1637
N -1.014 1.099 -0.578 0.0498
C -0.340 2.187 -0.476 -0.1703
C 0.982 1.922 -0.085 0.0136
C 1.005 0.526 0.192 -0.1420
C 2.116 -0.371 0.428 -0.2547
O 3.204 -0.101 0.836 0.0766
H -1.598 -1.180 0.751 0.0791
H -1.518 -1.322 -1.028 0.0760
H -0.196 -2.065 -0.117 0.1190
H -0.760 3.057 -0.918 0.0983
H 1.654 2.793 -0.039 0.1160
H 1.882 -1.373 0.004 0.1128
```

Its SMILES is Cn1nccc1C=O. Its total charge is 0. The multiplicity is 1. For the relative energy (zero: lowest compared OMol25 entry of this formula, charge and spin), the calculation gives 1.306 eV. For the energy, the calculation gives -10308.297 eV. The calculation puts the orbital gap at 9.96 eV.

=====

C29H38N4O2P2Re | ωB97M-V/def2-TZVPD

XYZ file:
```
76
Properties=species:S:1:pos:R:3:lowdin_charge:R:1
Re 0.333 -0.450 4.002 1.4240
C -0.522 1.426 4.411 -0.2549
C -1.389 0.643 3.544 -0.2752
C -1.365 0.861 2.038 -0.1680
C -0.060 0.450 1.293 -0.2220
C 1.130 -0.013 2.123 -0.2957
C 1.779 0.825 3.151 -0.2894
C 1.538 2.321 3.234 -0.1717
C 0.209 2.685 3.927 -0.1505
C 1.600 -1.212 5.402 -0.1947
H -0.816 1.538 5.456 0.1172
H -2.366 0.334 3.938 0.1230
H -1.554 1.916 1.798 0.1132
H -2.216 0.275 1.615 0.1300
H -0.319 -0.354 0.587 0.0499
H 0.238 1.283 0.639 0.1089
H 1.829 -0.673 1.577 0.1011
H 2.814 0.548 3.398 0.1166
H 1.563 2.783 2.243 0.1173
H 2.354 2.767 3.819 0.1189
H 0.446 3.292 4.818 0.1208
H -0.409 3.327 3.271 0.1229
H 1.676 -0.560 6.295 0.0621
H 2.565 -1.310 4.893 0.0421
H 1.252 -2.219 5.701 0.0433
P 1.534 -0.934 -2.092 1.0999
P -1.765 -0.430 -1.991 1.0718
N 2.902 0.097 -2.247 -0.3098
N 2.258 -2.227 -3.127 -0.1898
N -2.017 1.334 -2.257 -0.2422
N -3.318 -0.926 -2.614 -0.2922
C 0.598 -0.142 -3.477 -0.4056
C -0.810 -0.740 -3.555 -0.3970
C 3.829 0.359 -1.226 -0.1233
C 4.842 1.137 -1.767 -0.0611
C 4.540 1.349 -3.151 -0.0439
C 3.350 0.688 -3.427 -0.1381
C 2.532 -3.504 -2.631 0.0036
C 2.882 -4.329 -3.692 0.0319
C 2.806 -3.537 -4.889 0.0391
C 2.471 -2.249 -4.502 0.0033
C -1.813 2.208 -1.174 -0.1509
C -1.789 3.519 -1.636 -0.0738
C -1.989 3.473 -3.054 -0.0582
C -2.084 2.124 -3.404 -0.1589
C -4.193 -0.299 -3.510 -0.1248
C -5.259 -1.143 -3.768 -0.0675
C -5.022 -2.362 -3.047 -0.0832
C -3.825 -2.219 -2.373 -0.1595
H 1.033 -0.262 -4.473 0.0561
H 0.627 0.933 -3.257 0.0950
H -1.350 -0.322 -4.420 0.0851
H -0.798 -1.845 -3.685 0.0880
H 3.639 0.011 -0.219 0.0906
H 5.693 1.528 -1.232 0.1046
H 5.093 1.923 -3.873 0.1071
H 2.750 0.675 -4.327 0.0939
H 2.437 -3.702 -1.573 0.1354
H 3.162 -5.368 -3.633 0.1280
H 2.966 -3.869 -5.906 0.1319
H 2.348 -1.373 -5.112 0.1210
H -1.631 1.806 -0.188 0.0448
H -1.596 4.399 -1.024 0.1020
H -2.031 4.321 -3.721 0.1039
H -2.181 1.688 -4.383 0.0995
H -3.985 0.683 -3.903 0.0849
H -6.100 -0.931 -4.414 0.1033
H -5.656 -3.240 -3.052 0.1009
H -3.275 -2.906 -1.750 0.0902
C -1.902 -0.527 7.768 0.0024
O -0.957 -0.393 6.687 -0.1235
C -1.109 -1.193 5.580 -0.4080
O -1.832 -2.162 5.432 0.1729
H -2.860 -0.085 7.474 0.1119
H -1.453 0.051 8.577 0.1094
H -2.006 -1.575 8.064 0.1099
```

Its total charge is +2. The multiplicity is 4. For the relative energy (zero: lowest compared OMol25 entry of this formula, charge and spin), the calculation gives 0.470 eV. Its expectation value of S² is 3.78. For the energy, the calculation gives -61430.050 eV. The calculation puts the orbital gap (spin up / spin down) at 5.69 / 3.15 eV.

=====

C23H18F12NO3Pt | ωB97M-V/def2-TZVPD

XYZ file:
```
58
Properties=species:S:1:pos:R:3:lowdin_charge:R:1
Pt -0.519 -0.413 -0.272 1.3923
C 4.793 1.324 -4.053 -0.0170
C 3.445 1.181 -3.423 -0.2031
C 2.686 2.292 -3.074 0.0055
C 1.434 2.126 -2.527 0.0205
C 0.918 0.837 -2.290 -0.1670
N -0.337 0.817 -1.670 -0.0106
C -1.351 1.583 -2.094 -0.1479
C -1.371 2.052 -3.445 0.0628
C -2.486 2.650 -3.953 0.0152
C -3.622 2.803 -3.147 -0.1747
C -4.883 3.357 -3.710 -0.0068
C -3.592 2.408 -1.796 0.0547
C -2.483 1.846 -1.222 0.0049
C -2.432 1.508 0.292 -0.3432
O -1.194 1.149 0.750 -0.2318
C -3.522 0.402 0.541 -0.5607
F -3.272 -0.268 1.663 0.1735
F -3.547 -0.489 -0.467 0.1364
F -4.752 0.922 0.625 0.1753
C -2.765 2.776 1.146 -0.5634
F -2.898 2.435 2.422 0.1981
F -1.764 3.649 1.031 0.1821
F -3.884 3.415 0.774 0.1536
C 1.697 -0.311 -2.586 -0.0307
C 2.930 -0.097 -3.163 0.0554
C 1.159 -1.723 -2.307 -0.3648
O -0.098 -1.680 -1.803 -0.2418
C 2.129 -2.465 -1.347 -0.5532
F 2.395 -1.689 -0.282 0.1492
F 3.300 -2.781 -1.911 0.1745
F 1.577 -3.592 -0.891 0.1689
C 1.015 -2.493 -3.654 -0.5563
F 0.498 -3.699 -3.465 0.1947
F 0.186 -1.799 -4.451 0.1662
F 2.169 -2.636 -4.318 0.1639
H 4.929 2.313 -4.486 0.0881
H 4.942 0.574 -4.827 0.0951
H 5.573 1.176 -3.303 0.1045
H 3.079 3.289 -3.224 0.1299
H 0.852 2.982 -2.214 0.1359
H -0.524 1.831 -4.077 0.1337
H -2.516 2.966 -4.986 0.1335
H -4.702 3.981 -4.583 0.0945
H -5.438 3.917 -2.960 0.0988
H -5.518 2.522 -4.026 0.1156
H -4.478 2.577 -1.204 0.1329
H 3.532 -0.952 -3.437 0.1318
C -1.329 -3.370 0.979 0.0148
C -0.589 -2.466 1.894 -0.4115
C -0.242 -2.883 3.279 0.0266
O -0.216 -1.341 1.528 -0.1011
H -1.871 -4.141 1.521 0.1003
H -0.587 -3.853 0.336 0.1039
H -2.000 -2.800 0.334 0.0833
H -0.353 -3.954 3.425 0.0948
H -0.925 -2.363 3.956 0.1152
H 0.768 -2.559 3.522 0.1047
```

Its total charge is +1. The multiplicity is 1. For the relative energy (zero: lowest compared OMol25 entry of this formula, charge and spin), the calculation gives 0.000 eV. For the energy, the calculation gives -67625.838 eV. The calculation puts the orbital gap (spin up / spin down) at 5.67 / 5.39 eV.